1.
ORCA calculation (the ωB97M-V functional and the def2-TZVPD basis) on 11 unconnected molecules or ions with the total composition C24H70O11 at a distorted geometry.

Structure (ORCA input):
```
! RIJCOSX wB97M-V def2-TZVPD def2/J DEFGRID3
* xyz 0 1
C 1.86601 3.22010 -1.42553
C 2.05580 4.00884 -0.12870
C 2.29540 5.48696 -0.41895
O 0.81141 3.85498 0.59694
H 1.32018 3.79181 -2.17984
H 1.34341 2.26699 -1.30847
H 2.79668 2.92000 -1.92290
H 2.82680 3.51727 0.46307
H 2.23697 5.95955 0.56981
H 1.54309 5.95494 -1.04968
H 3.29149 5.65354 -0.82351
H 0.43896 4.74008 0.68825
C -1.87341 2.67983 2.87163
C -0.81954 2.86381 3.94918
C -0.65314 4.30159 4.39685
O -1.12318 1.99182 5.06268
H -1.59048 3.40036 2.10150
H -2.83684 2.99491 3.27501
H -1.89262 1.66904 2.47754
H 0.14456 2.48844 3.57594
H 0.03003 4.33995 5.24530
H -1.60141 4.74224 4.72150
H -0.33293 4.94534 3.57578
H -0.28697 1.80436 5.50253
C -3.01237 1.96642 -1.32383
C -2.17824 3.19392 -1.68018
C -2.95715 4.17464 -2.54385
O -1.78062 3.86859 -0.49942
H -3.79422 2.20232 -0.60197
H -2.37354 1.20255 -0.87576
H -3.48887 1.49005 -2.18427
H -1.30147 2.94098 -2.29464
H -3.22726 3.76302 -3.51928
H -2.30941 5.01684 -2.80607
H -3.85320 4.54077 -2.04249
H -1.07853 3.33370 -0.09909
C 1.85399 -3.51503 -2.97100
C 1.45754 -4.78037 -3.71496
C 2.27289 -6.00306 -3.36353
O 0.06332 -5.02015 -3.60501
H 1.64430 -3.50857 -1.89995
H 1.34692 -2.66827 -3.44003
H 2.91985 -3.30725 -3.11780
H 1.63774 -4.51896 -4.76478
H 2.00970 -6.82424 -4.03505
H 2.07355 -6.39656 -2.36275
H 3.34026 -5.80180 -3.46466
H -0.12465 -5.40537 -2.72461
C -0.67897 -1.47973 4.57984
C -2.04021 -1.49547 5.28270
C -1.92685 -1.30226 6.79813
O -2.76110 -0.35205 4.77631
H -0.37831 -0.45063 4.40671
H -0.73097 -1.91969 3.57727
H 0.08118 -2.08455 5.08270
H -2.58832 -2.40756 5.06033
H -1.19053 -1.94275 7.28836
H -2.90739 -1.47071 7.24782
H -1.67025 -0.27194 7.05473
H -2.18667 0.41508 4.94541
C -1.57052 -1.50394 -1.45794
C -0.50309 -1.63551 -0.38739
C -0.52834 -0.44574 0.57884
O -0.75672 -2.85319 0.33132
H -1.54929 -2.39195 -2.09576
H -1.50111 -0.65564 -2.14172
H -2.55192 -1.41971 -0.98460
H 0.49856 -1.74748 -0.79348
H 0.09614 -0.66981 1.44572
H -1.52710 -0.19363 0.93606
H -0.10355 0.42881 0.07989
H -1.60508 -2.74377 0.78304
C 3.07325 0.12074 2.18859
C 3.15440 -1.18083 2.98853
C 4.46803 -1.91839 2.71649
O 3.04572 -0.84042 4.37859
H 2.06392 0.53053 2.26542
H 3.28995 -0.01233 1.12305
H 3.77138 0.89182 2.51771
H 2.33256 -1.86890 2.79329
H 4.49840 -2.24152 1.67403
H 4.49772 -2.77630 3.38822
H 5.35053 -1.28482 2.83130
H 3.93816 -0.66384 4.69609
C 0.02154 -0.10011 -4.76738
C 0.89006 0.72544 -5.72297
C 1.27511 2.06388 -5.11575
O 2.08536 0.04905 -6.11284
H -0.50286 -0.88045 -5.32071
H -0.76981 0.52771 -4.34330
H 0.57262 -0.47846 -3.90598
H 0.28898 0.87504 -6.63037
H 0.39980 2.67585 -4.90110
H 1.89154 2.64605 -5.80000
H 1.83900 1.81369 -4.21438
H 1.84328 -0.56218 -6.81442
O -2.61577 -5.14028 1.94932
H -1.94121 -5.83024 1.92258
H -3.29233 -5.43507 1.32945
O -0.94601 -5.41250 -0.98855
H -1.90209 -5.44908 -0.89340
H -0.68372 -4.61131 -0.49547
O -3.72092 -1.67042 -4.68713
H -3.93855 -1.47347 -5.60497
H -2.82843 -2.03596 -4.71924
*
```

## Properties
Energy above the lowest of the compared OMol25 structures with the same formula, charge and spin ... 26.6 kJ/mol
DFT total energy ... -1784.01228 Eh

---

2.
ORCA calculation (the ωB97M-V functional and the def2-TZVPD basis) on 9 unconnected molecules or ions with the total composition C24H71N11O9 at a distorted geometry.

Structure (ORCA input):
```
! RIJCOSX wB97M-V def2-TZVPD def2/J DEFGRID3
* xyz -1 2
C -0.49376 0.00380 -0.09861
O 0.30365 0.31960 1.01147
H -1.51318 0.11701 0.27025
H -0.52861 0.79923 -0.84304
H -0.42207 -0.95361 -0.61468
H 1.24881 0.44764 0.90239
C -1.65571 3.40528 2.02717
O -2.23310 4.51144 1.99214
N -0.47260 3.18370 1.43107
N -2.15336 2.27843 2.51778
H 0.06826 3.86049 0.91191
H -0.14203 2.24089 1.57912
H -3.09692 2.40172 2.85630
H -1.74837 1.38799 2.26637
C -4.02063 -0.67759 1.97219
O -2.89753 -0.38139 2.25226
N -4.45285 -1.82970 1.46299
N -5.03726 0.15941 1.92972
H -5.40788 -2.14989 1.53705
H -3.81937 -2.61128 1.37396
H -5.00634 1.10346 2.28738
H -5.93427 -0.21037 1.64913
C -4.22783 2.36349 -1.43414
O -5.12319 1.56221 -1.47021
N -4.05425 3.43000 -2.17626
N -3.06415 2.33801 -0.74611
H -3.36090 4.15546 -2.06193
H -4.87823 3.63425 -2.72347
H -2.83684 1.67639 -0.01763
H -2.39479 3.07760 -0.90441
C 1.08587 3.50208 -4.80380
C 0.94818 3.37445 -3.27733
C 1.30563 4.63550 -2.50891
O 2.34491 5.42964 -3.03139
C 3.63717 4.95280 -2.58290
N -0.32301 2.80356 -2.80159
H 0.53735 4.39410 -5.10635
H 0.86512 2.64099 -5.43459
H 2.06431 3.77367 -5.20001
H 1.66880 2.65698 -2.88484
H 1.37830 4.50240 -1.42951
H 0.46780 5.31884 -2.64739
H 4.41929 5.63613 -2.91372
H 3.81360 3.96340 -3.00488
H 3.59543 4.88388 -1.49589
H -0.95610 3.55392 -3.03882
H -0.49909 1.99714 -3.38363
C -3.42402 -3.12297 -2.08907
C -3.78453 -1.57942 -2.19698
C -3.62572 -1.01367 -3.67277
O -2.34176 -1.35759 -4.20285
C -1.25737 -0.52900 -3.99875
N -5.16926 -1.31745 -1.79634
H -3.34544 -3.41090 -1.04073
H -2.46833 -3.28328 -2.58812
H -4.14424 -3.71055 -2.65840
H -3.08253 -1.11368 -1.50533
H -3.84716 0.03459 -3.87332
H -4.35339 -1.46376 -4.34807
H -0.32291 -0.96972 -4.34609
H -1.07471 -0.04589 -3.03889
H -1.44746 0.33201 -4.63954
H -5.33262 -1.54911 -0.82693
H -5.30269 -0.31642 -1.81204
C 2.96031 3.14188 0.61484
C 3.74304 2.16859 1.53071
C 3.94096 2.61768 3.03424
O 5.02365 1.78724 3.54295
C 5.60265 2.54674 4.60827
N 3.09266 0.88550 1.49760
H 3.41543 4.12633 0.72359
H 1.90065 3.09544 0.86593
H 3.20999 2.94022 -0.42684
H 4.71228 2.04790 1.04685
H 3.01852 2.57360 3.61326
H 4.28468 3.64522 2.91541
H 6.35099 1.97449 5.15655
H 4.75597 2.78314 5.25274
H 6.06724 3.45934 4.23488
H 3.66746 0.40329 2.17375
H 3.22583 0.49750 0.57465
C 2.48688 -4.73858 -0.24195
C 3.38719 -3.56369 -0.16379
C 2.85049 -2.09380 -0.38393
O 3.81510 -1.04245 -0.29231
C 4.84270 -1.02053 -1.18954
N 4.16532 -3.59578 1.10372
H 1.79074 -4.45664 -1.03188
H 2.00851 -4.90099 0.72391
H 2.98817 -5.66421 -0.52483
H 4.12258 -3.76970 -0.94152
H 1.99315 -1.87133 0.25134
H 2.44907 -2.18123 -1.39354
H 4.97621 -2.05007 -1.52167
H 5.67485 -0.58360 -0.63752
H 4.64322 -0.47287 -2.11061
H 4.64928 -2.72733 1.28171
H 3.48625 -3.52221 1.84772
C -0.60600 -3.42219 1.15580
C -1.20319 -4.57242 1.97064
C -1.33109 -4.18663 3.48467
O -1.74825 -5.28236 4.19820
C -1.34024 -5.19771 5.56233
N -2.44607 -4.82636 1.19266
H -0.64884 -3.40239 0.06683
H 0.47177 -3.35379 1.30355
H -1.02272 -2.42217 1.27580
H -0.62852 -5.49316 1.87022
H -2.02771 -3.34879 3.45571
H -0.40517 -3.64612 3.68119
H -0.28657 -5.03574 5.78956
H -1.59306 -6.13540 6.05723
H -1.97128 -4.42979 6.00976
H -3.02304 -5.44194 1.74789
H -2.16618 -5.48835 0.48306
*
```

## Properties
DFT total energy ... -2236.34200 Eh

---

3.
ORCA calculation (the ωB97M-V functional and the def2-TZVPD basis) on 11 unconnected molecules or ions with the total composition C24H72ClN4O18 at a distorted geometry.

Structure (ORCA input):
```
! RIJCOSX wB97M-V def2-TZVPD def2/J DEFGRID3
* xyz -2 2
Cl 0.16399 0.63440 2.39832
O 1.00359 -0.01843 3.32011
O 0.62835 1.96996 2.37644
O 0.18885 -0.12867 1.16223
O -1.15328 0.72389 2.98916
O -1.97008 3.98312 3.36505
H -1.58925 3.76413 4.21549
H -1.61862 3.32302 2.76757
O -3.81711 -0.29745 4.15012
H -4.49325 -0.02640 4.77108
H -3.16047 0.39777 4.19171
O -2.36747 -1.64897 1.21337
H -2.20944 -2.06728 0.36703
H -1.56318 -1.16264 1.39459
O -1.80130 -2.23487 3.94534
H -1.58890 -2.64403 4.78421
H -1.15236 -1.53813 3.84704
O 0.22482 0.99831 5.87694
H 0.92867 1.50686 6.27969
H 0.59975 0.67714 5.05688
O 1.91728 4.70604 3.97968
H 0.98488 4.52334 3.86360
H 1.97664 5.11054 4.84518
C 2.00954 -4.76370 3.70226
O 2.08004 -4.46990 2.32416
C 1.40648 -3.30937 1.82785
C 1.65534 -3.14126 0.34661
N 0.86588 -4.04733 -0.51722
C 1.14756 -3.78672 -1.87810
C 0.21677 -4.46625 -2.95170
O -1.21294 -4.36835 -2.69923
C -1.92069 -4.95703 -3.83339
H 1.03242 -5.22293 3.85207
H 2.09607 -3.97789 4.45268
H 2.70175 -5.57022 3.94404
H 1.90641 -2.51946 2.38839
H 0.37593 -3.06180 2.08235
H 2.70854 -3.30046 0.11526
H 1.42661 -2.09817 0.12811
H 1.15373 -5.01366 -0.45855
H 2.15979 -3.97832 -2.23418
H 0.91404 -2.74485 -2.09737
H 0.51688 -5.49996 -2.78000
H 0.52220 -4.04164 -3.90801
H -2.99614 -4.96691 -3.65613
H -1.52364 -5.94575 -4.06339
H -1.53419 -4.30458 -4.61635
C -7.50046 -1.26935 -4.62764
O -8.02154 -0.68671 -3.47788
C -8.28605 -1.50593 -2.29165
C -6.93766 -2.00537 -1.63429
N -6.51275 -1.11420 -0.53911
C -6.04713 0.22672 -0.93191
C -4.68376 0.30111 -1.69811
O -3.55088 0.46241 -0.78822
C -2.31346 0.73306 -1.52816
H -7.32518 -0.51518 -5.39486
H -8.19201 -1.95491 -5.11740
H -6.52686 -1.69918 -4.39218
H -8.83084 -2.37117 -2.66935
H -9.04788 -1.03124 -1.67327
H -6.13534 -2.03119 -2.37166
H -7.10848 -2.98662 -1.19149
H -7.46137 -1.03508 -0.20153
H -6.06864 1.01232 -0.17662
H -6.74888 0.57565 -1.68946
H -4.86288 1.23588 -2.22936
H -4.69026 -0.39793 -2.53441
H -2.13758 -0.02406 -2.29231
H -1.40594 0.85743 -0.93736
H -2.27493 1.70658 -2.01692
C 0.93596 -0.08847 -7.94596
O 1.08744 0.09590 -6.44860
C 1.76545 1.30033 -5.94323
C 1.43879 1.46359 -4.43633
N 2.02710 0.43358 -3.56466
C 1.54107 0.52354 -2.18185
C 2.02178 1.81550 -1.36783
O 1.17171 2.94594 -1.83211
C 1.66420 4.20329 -1.57246
H 1.90871 0.13087 -8.38614
H 0.25174 0.62206 -8.40973
H 0.54947 -1.09573 -8.10139
H 1.30628 2.12912 -6.48209
H 2.80502 1.33476 -6.26912
H 0.37195 1.64540 -4.30633
H 1.79588 2.44416 -4.12156
H 3.03433 0.37839 -3.61515
H 2.10796 -0.28374 -1.71813
H 0.47324 0.30621 -2.15720
H 3.07662 2.03835 -1.52826
H 1.83541 1.72439 -0.29776
H 1.12284 5.14168 -1.69267
H 2.62203 4.34449 -2.07317
H 1.93494 4.21866 -0.51673
C 3.17922 -1.09318 6.35988
O 3.84396 -0.60627 5.17368
C 3.94165 0.76950 4.93860
C 4.29379 1.06206 3.54934
N 4.37292 2.48593 3.20869
C 4.62733 2.69366 1.81532
C 4.73454 4.15445 1.40310
O 5.95261 4.77009 1.51124
C 6.03077 6.01811 0.86425
H 3.84196 -1.05501 7.22441
H 2.86182 -2.13360 6.29002
H 2.27565 -0.53870 6.61329
H 4.71683 1.06034 5.64755
H 2.91702 1.10525 5.09825
H 3.57161 0.56300 2.90320
H 5.22071 0.56232 3.26793
H 3.46152 2.82750 3.47847
H 4.01514 2.06469 1.16900
H 5.62758 2.26574 1.74838
H 3.91035 4.67554 1.89020
H 4.46155 4.05963 0.35211
H 5.27843 6.70070 1.25942
H 5.83772 5.95092 -0.20641
H 7.00543 6.38740 1.18326
*
```

## Properties
DFT total energy ... -2990.50935 Eh

---

4.
ORCA calculation (the ωB97M-V functional and the def2-TZVPD basis) on 12 unconnected molecules or ions with the total composition C24H72O12S5 at a distorted geometry.

Structure (ORCA input):
```
! RIJCOSX wB97M-V def2-TZVPD def2/J DEFGRID3
* xyz 0 1
C 0.05300 26.47900 42.49300
C -0.24400 27.55900 43.44200
O 0.92000 27.86800 44.03800
H -1.02500 26.13600 42.15300
H 0.50600 25.53600 42.85800
H 0.69200 26.90200 41.74100
H -1.06400 27.28500 44.08800
H -0.73200 28.55000 42.99800
H 0.92700 28.86200 44.42300
C -3.13200 24.66200 41.67900
C -2.31300 23.98100 40.71400
O -3.24100 23.50100 39.69900
H -3.92600 23.92300 42.21000
H -3.69800 25.50000 41.21000
H -2.54100 24.88600 42.60400
H -1.60900 23.13400 40.66900
H -1.64100 24.68700 40.19300
H -2.71200 22.89100 39.14300
C -3.78400 19.75600 40.21000
C -5.23500 19.43000 40.09200
O -5.28700 18.00000 40.56100
H -3.25400 19.40800 41.02600
H -3.58900 20.72800 39.90300
H -3.25600 19.31900 39.47000
H -5.73000 19.45300 39.09200
H -5.83600 20.08800 40.84400
H -5.54400 17.36800 39.78700
C 0.94800 16.65300 44.00300
C 1.68900 16.85600 42.70800
O 2.03000 15.68300 42.08900
H 0.24200 17.67900 44.30600
H 1.67400 16.65200 44.89100
H 0.43300 15.75000 43.99600
H 2.41100 17.32400 42.90100
H 0.93600 17.31500 41.95300
H 2.81200 16.27800 41.52700
C 3.64600 20.65900 39.04400
C 3.49300 19.30900 38.17200
O 2.61300 19.61200 37.11800
H 4.25600 21.44000 38.57600
H 4.10500 20.30800 39.95400
H 2.60900 21.00500 39.04300
H 3.24800 18.36900 38.89200
H 4.68200 19.08700 38.06900
H 2.57400 18.96100 36.51400
C 0.94000 21.86000 41.77800
C 0.06900 20.75100 42.09400
O -1.38100 21.19500 41.90800
H 1.94500 21.59600 41.92400
H 0.72200 22.80900 42.48900
H 0.90300 22.16600 40.77300
H 0.13800 20.58100 43.24500
H 0.24900 19.89900 41.37600
H -1.92300 20.54000 42.30000
C -1.45900 16.66600 41.77800
C -1.55400 17.21700 43.20700
O -1.19900 18.53000 43.04700
H -1.79500 15.49900 41.74700
H -0.41300 16.73500 41.64900
H -1.97900 17.09800 41.12100
H -0.91800 16.59400 43.84000
H -2.61900 17.22300 43.73100
H -1.12500 18.95000 44.01700
C -4.86600 19.54100 44.30100
S -5.31800 21.13800 44.77100
O -5.28600 21.20800 46.30000
C -3.77300 21.88200 44.21300
H -5.55100 18.85500 44.57900
H -4.12400 19.28300 45.09800
H -4.73800 19.32600 43.25300
H -3.66500 21.83800 43.12100
H -2.92800 21.34200 44.45300
H -3.76100 22.76900 44.47400
C 2.09300 20.19400 45.53500
S 2.96000 21.18300 46.73600
O 4.14200 20.31900 47.07600
C 3.73100 22.48200 45.69900
H 2.68300 19.90400 44.78100
H 1.29400 20.98000 45.37100
H 1.37700 19.50300 46.10400
H 4.53400 23.07900 46.04600
H 2.95800 23.12200 45.08100
H 4.26200 22.02300 44.92700
C -0.70000 19.38900 37.31300
S -0.60400 21.14300 37.09300
O -1.86800 21.73100 37.69600
C 0.67800 21.42100 38.29000
H -1.40100 19.24600 36.49400
H -1.13200 19.08700 38.21500
H 0.21200 19.19100 37.10900
H 0.43600 20.75400 39.00000
H 1.04100 22.50100 38.63900
H 1.51200 20.90800 37.90000
C 0.14200 19.55800 48.06900
S -1.29100 19.45400 46.91300
O -0.65200 19.37700 45.51600
C -1.67500 17.78300 47.09200
H -0.42500 19.41800 48.96300
H 0.59400 20.69500 48.22600
H 0.68800 18.78100 47.95100
H -0.79300 17.20700 47.07400
H -2.40100 17.47900 46.43500
H -2.05300 17.39000 48.08800
C -0.15900 23.31400 45.04300
S -0.03100 23.68200 46.78200
O 1.31300 23.06000 47.19200
C 0.05800 25.39800 46.83200
H -1.14500 23.76800 44.69000
H -0.08100 22.25100 45.03700
H 0.67200 23.68900 44.55200
H -0.20000 25.68800 47.85700
H -0.88400 26.03900 46.22000
H 0.85000 25.61800 46.29600
*
```

## Properties
Energy above the lowest of the compared OMol25 structures with the same formula, charge and spin ... 365.6 kJ/mol
DFT total energy ... -3850.57065 Eh